37
Properties=species:S:1:pos:R:3 method="wB97M-V/def2-TZVPD" homo_energy_ev=-3.080 e_lumo_ev=2.43 total_energy_ev=-111869.01747 charge=-1 molar_mass_g_mol=426.87 multiplicity=1 largest_force_ha_per_bohr=0.034
C 0.0738 -1.4738 -0.1745
O 1.2520 -2.0130 -0.0369
H -0.6011 -2.0413 -0.8804
H -0.5490 -1.3726 0.7760
H 0.1208 -0.4063 -0.5815
Cl 1.6824 0.1734 2.5921
C 1.0049 1.5674 1.7180
C 1.2911 2.9043 2.3465
Cl 3.0192 3.2260 2.5479
H -0.0694 1.4060 1.6931
H 1.4329 1.4715 0.7297
H 0.8279 2.9933 3.3229
H 0.8985 3.6810 1.6935
Cl -3.5535 -1.2093 -1.0963
C -3.0629 -0.4711 -2.6352
C -3.3355 1.0430 -2.7016
Cl -5.0236 1.5050 -2.3134
H -3.6576 -0.9774 -3.3929
H -2.0001 -0.6429 -2.7290
H -3.1528 1.4050 -3.7110
H -2.6850 1.6079 -2.0380
Cl 0.0771 2.8518 -1.3774
C 1.7029 2.5454 -2.0535
C 1.8408 1.1760 -2.6801
Cl 0.7889 0.9780 -4.1029
H 2.4105 2.6474 -1.2342
H 1.9065 3.3309 -2.7779
H 1.6324 0.3701 -1.9714
H 2.8719 1.0307 -3.0066
Cl 1.4328 -5.1185 3.6558
C 0.9550 -3.7057 2.6116
C -0.1288 -2.8904 3.2600
Cl -1.6620 -3.8018 3.5180
H 0.6157 -4.1395 1.6823
H 1.8342 -3.0997 2.4494
H -0.3770 -2.0218 2.6586
H 0.1859 -2.5289 4.2392